A structure of composition C48H49BCl2F4FeN6S3 in a non-equilibrium geometry, computed with ωB97M-V/def2-TZVPD.

Cartesian coordinates (Å):
Fe1 0.34287 0.49185 0.24863
C1 -3.44686 -3.42496 1.48255
C2 -3.84985 -2.30477 0.51761
C3 -5.19506 -2.64061 -0.13665
C4 -3.85430 -0.97954 1.24978
C5 -4.78789 -0.83197 2.26910
C6 -4.87230 0.32512 3.01822
C7 -3.98642 1.35415 2.75712
C8 -3.02193 1.24407 1.76648
C9 -2.10416 2.41660 1.49015
C10 -1.64631 3.13774 2.75745
C11 -2.79027 3.38982 0.52414
C12 -2.94652 0.07302 0.97886
N1 -1.92798 0.01453 0.00106
C13 -2.19945 -0.03947 -1.29210
C14 -1.18518 -0.18182 -2.30724
N2 0.11241 -0.12525 -2.05026
C15 1.01171 0.01512 -3.14210
C16 1.05030 1.21594 -3.89054
C17 1.84478 1.27928 -5.02891
C18 2.64732 0.22520 -5.42042
C19 2.69151 -0.90799 -4.63025
C20 1.89060 -1.02998 -3.50339
C21 1.88889 -2.33443 -2.74672
C22 1.15090 -3.39421 -3.57467
C23 3.28455 -2.81214 -2.34946
C24 0.32497 2.47999 -3.46613
C25 1.34911 3.61136 -3.31482
C26 -0.76221 2.91838 -4.45415
C27 -1.87624 -0.35608 -3.60010
C28 -1.49551 -0.65666 -4.88587
C29 -2.48674 -0.71238 -5.89528
C30 -3.81372 -0.46270 -5.65184
C31 -4.24201 -0.16745 -4.33180
C32 -5.55983 0.13330 -3.90023
C33 -5.79687 0.41928 -2.57959
C34 -4.78063 0.39156 -1.59369
C35 -3.49962 0.07542 -1.97519
C36 -3.25690 -0.15988 -3.35072
H1 -3.40559 -4.39470 0.97399
H2 -4.17580 -3.51579 2.28929
H3 -2.47542 -3.22068 1.93426
H4 -3.11562 -2.23356 -0.27634
H5 -5.96681 -2.81935 0.61547
H6 -5.10021 -3.54535 -0.74313
H7 -5.52716 -1.83334 -0.78633
H8 -5.46959 -1.65030 2.47388
H9 -5.61666 0.42273 3.79904
H10 -4.04629 2.26802 3.33422
H11 -1.20996 2.04598 0.98866
H12 -2.46608 3.69187 3.22262
H13 -0.86112 3.84522 2.49714
H14 -1.24657 2.43032 3.48725
H15 -3.67756 3.82137 0.99610
H16 -3.09660 2.87556 -0.39020
H17 -2.10548 4.19214 0.24909
H18 1.83969 2.18855 -5.61800
H19 3.23955 0.29350 -6.32503
H20 3.34378 -1.72688 -4.91137
H21 1.34279 -2.14644 -1.83428
H22 1.67831 -3.58149 -4.51429
H23 0.14297 -3.04983 -3.81684
H24 1.07523 -4.33602 -3.02718
H25 3.93877 -2.93607 -3.21480
H26 3.21152 -3.77423 -1.83518
H27 3.75437 -2.09831 -1.66951
H28 -0.14419 2.31624 -2.49824
H29 1.77222 3.88305 -4.28490
H30 2.16337 3.31250 -2.65420
H31 0.87445 4.48932 -2.88460
H32 -0.32162 3.16655 -5.42379
H33 -1.26490 3.80644 -4.06698
H34 -1.50861 2.13980 -4.60322
H35 -0.46111 -0.82997 -5.15232
H36 -2.16965 -0.94340 -6.90524
H37 -4.53209 -0.48354 -6.46304
H38 -6.37048 0.15501 -4.61937
H39 -6.80350 0.66906 -2.26618
H40 -5.03046 0.61893 -0.56586
Cl1 -0.22202 -0.36168 2.68569
C37 0.67526 0.31533 4.00713
C38 0.56361 -0.27081 5.25159
C39 1.26595 0.25534 6.32226
C40 2.07297 1.36727 6.12434
C41 2.17251 1.94077 4.87143
Cl2 3.19998 3.32171 4.68108
C42 1.46551 1.45082 3.74805
S1 1.52893 2.21048 2.21047
H41 -0.08049 -1.13146 5.38307
H42 1.18363 -0.19393 7.30267
H43 2.62518 1.80359 6.94628
N3 3.64471 1.86630 -0.27027
C43 3.60578 0.77464 0.52990
N4 2.65548 -0.11214 0.50390
C44 2.89364 -1.14879 1.38097
C45 4.06065 -1.06698 2.06237
S2 4.90346 0.37742 1.63605
C46 1.91221 -2.22265 1.42552
C47 2.00404 -3.42718 2.03559
S3 0.65097 -4.42192 1.61331
C48 0.03773 -3.09551 0.63474
N5 0.76357 -2.02617 0.68912
N6 -0.99971 -3.24829 -0.21299
H44 2.74368 2.13523 -0.64761
H45 4.18265 2.64937 0.06203
H46 4.44906 -1.74269 2.80544
H47 2.78962 -3.80912 2.66564
H48 -1.69122 -3.94985 -0.02287
H49 -1.30377 -2.40152 -0.67781
F1 -0.65072 4.38664 -1.49918
B1 0.22493 4.10084 -0.45216
F2 0.35913 2.62704 -0.40488
F3 -0.28982 4.53856 0.75553
F4 1.50527 4.59962 -0.68107

Summary:
**Net charge**: -1
**E**: -163008.7125 eV
**Spin multiplicity**: 6

Löwdin population analysis, charges in e, atoms 1 to 6: number 1, Fe, carries 0.74; number 2, C, carries -0.07; number 3, C, carries -0.37; number 4, C, carries -0.05; number 5, C, carries -0.15; number 6, C, carries -0.06